50
Properties=species:S:1:pos:R:3 method="wB97M-V/def2-TZVPD" homo_lumo_gap_ev="3.9 / 3.9" e_lumo_ev="-6.00 / -6.00" fmax_ha_per_bohr=0.041 charge=+1
C -2.027 0.599 1.981
C -0.795 1.098 2.585
C -0.163 1.980 1.633
H -0.421 0.912 3.600
C -1.005 2.022 0.442
C -2.158 1.170 0.662
H -3.039 1.030 0.008
H -2.788 -0.026 2.459
H 0.751 2.559 1.836
H -0.838 2.669 -0.430
C 1.011 -2.166 0.963
C -0.169 -2.283 1.777
C -1.339 -2.234 0.910
H -0.165 -2.474 2.871
C -0.877 -2.120 -0.450
C 0.574 -2.072 -0.423
H 1.239 -2.025 -1.299
H 2.045 -2.235 1.341
H -2.381 -2.378 1.239
H -1.530 -2.142 -1.339
Zr -0.200 -0.175 0.752
O 2.207 1.560 -1.802
C 3.106 2.509 -1.209
C 2.522 2.755 -2.590
H 2.667 3.109 -0.400
H 4.178 2.243 -1.159
H 1.724 3.518 -2.669
H 2.874 4.586 -4.554
C 3.461 3.675 -4.752
C 3.371 2.611 -3.807
C 4.127 1.431 -4.025
H 4.051 0.593 -3.315
C 4.928 1.316 -5.171
H 5.490 0.391 -5.343
C 5.010 2.372 -6.099
H 5.642 2.282 -6.991
C 4.275 3.555 -5.886
H 4.325 4.389 -6.597
F -6.460 -4.355 3.590
C -5.329 -3.629 3.656
C -4.098 -4.258 3.511
F -4.034 -5.583 3.299
C -2.940 -3.529 3.596
F -1.752 -4.142 3.481
C -2.991 -2.148 3.841
S -1.560 -1.327 4.151
C -4.242 -1.517 3.973
F -4.294 -0.194 4.212
C -5.395 -2.259 3.889
F -6.588 -1.662 4.053

***

38
Properties=species:S:1:pos:R:3 method="wB97M-V/def2-TZVPD" spin_multiplicity=3 homo_lumo_gap_ev="6.4 / 7.2" e_lumo_ev="6.80 / 6.80" fmax_ha_per_bohr=0.062 charge=-3 relative_energy_ev=0.0000
Pt -0.144 -0.593 0.435
N -2.833 0.059 1.569
O -1.926 -0.825 1.756
O -3.863 0.013 2.228
O -2.606 0.923 0.722
N 1.106 -0.059 -1.963
O 1.655 0.007 -3.058
O -0.046 0.382 -1.765
O 1.701 -0.582 -0.975
As -2.444 -2.518 -2.068
F -1.393 -2.031 -3.341
F -1.736 -4.083 -1.996
F -3.514 -2.909 -0.762
F -3.186 -0.952 -2.188
F -3.644 -3.125 -3.192
F -1.258 -1.949 -0.859
As 1.773 -4.001 0.697
F 1.496 -3.866 -0.982
F 2.988 -2.780 0.704
F 2.026 -4.170 2.422
F 0.546 -5.219 0.814
F 2.971 -5.250 0.440
F 0.586 -2.717 1.017
C 0.800 2.044 1.708
O 0.935 2.429 0.338
O 0.859 0.731 1.836
C 1.717 2.886 2.594
F 1.430 4.207 2.514
F 1.681 2.499 3.868
F 3.016 2.839 2.195
C -0.027 3.329 -0.177
C 0.577 3.917 -1.430
H 0.832 3.096 -2.100
H -0.112 4.601 -1.934
H 1.500 4.467 -1.227
H -0.293 4.063 0.592
H -0.941 2.795 -0.463
H -0.230 2.343 2.030

***

53
Properties=species:S:1:pos:R:3 method="wB97M-V/def2-TZVPD" spin_multiplicity=3 homo_lumo_gap_ev="6.1 / 3.3" e_lumo_ev="-0.27 / -3.11" fmax_ha_per_bohr=0.076 relative_energy_ev=0.0000
O 1.362 0.343 -1.773
C 0.328 0.343 -2.831
C 1.068 1.360 -3.682
H -0.632 0.682 -2.411
H 0.248 -0.664 -3.269
C 2.167 1.260 -2.600
H 0.581 2.343 -3.718
H 1.355 0.990 -4.667
C 2.478 2.556 -1.887
H 1.607 2.958 -1.362
H 2.816 3.301 -2.616
H 3.292 2.400 -1.168
C 3.438 0.595 -3.102
H 3.234 -0.384 -3.548
H 4.154 0.480 -2.278
H 3.910 1.230 -3.864
Au 1.045 -0.790 0.306
C 0.439 -3.226 2.320
C -0.937 -3.130 1.963
C -1.032 -2.917 0.579
H -1.775 -3.228 2.667
C 0.310 -2.836 0.021
C 1.229 -3.034 1.171
H 2.316 -3.131 1.117
H 0.799 -3.423 3.327
H -1.950 -2.891 0.000
H 0.582 -3.005 -1.017
C 1.000 -0.333 3.480
C 1.949 -0.138 2.455
C 1.429 0.918 1.544
H 2.926 -0.615 2.387
C 0.161 1.338 2.145
C -0.096 0.543 3.264
H -0.988 0.593 3.890
H 1.092 -1.017 4.319
H 2.075 1.541 0.933
H -0.455 2.153 1.793
O -2.691 2.485 -1.236
C -1.982 1.851 -0.154
C -2.203 0.338 -0.166
H -2.351 2.292 0.793
H -0.915 2.121 -0.283
C -3.400 0.150 -1.134
H -2.433 -0.061 0.825
H -1.301 -0.177 -0.524
C -3.588 1.513 -1.837
H -4.287 -0.106 -0.524
H -3.233 -0.666 -1.852
H -4.621 1.899 -1.749
H -3.359 1.461 -2.926
S -2.778 -1.554 4.741
C -1.618 -2.142 5.712
N -0.762 -2.569 6.425